This record from the OMol25 dataset describes a cluster of 8 separate species, C47H66Cl3F7INO28S in total. The level of theory is ωB97M-V/def2-TZVPD.

Properties
HOMO level = -8.759 eV
2S+1 = 1
SMILES = CCCCCO[C@](CCCCO)(CO[C@@](CCCCS(=O)(=O)Cl)(/C(Cl)=C(/C)Cl)N(C(C)=O)C(C)=O)[C@@H](I)CC.O=C1OC[C@@H](F)O1.O=C1OC[C@@H](F)O1.O=C1OC[C@@H](F)O1.O=C1OC[C@@H](F)O1.O=C1OC[C@@H](F)O1.O=C1OC[C@@H](F)O1.O=C1OC[C@@H](F)O1
molar mass = 1491.34 g mol⁻¹
calculated total energy = -6766.949648 hartree
E_LUMO = -1.4 eV

Structure (XYZ):
```
154
Properties=species:S:1:pos:R:3:lowdin_charge:R:1
C 5.803 1.569 -0.934 -0.143
C 4.844 2.215 -2.095 -0.249
C 3.824 1.104 -2.811 -0.191
C 2.755 0.600 -1.676 -0.186
C 1.666 -0.536 -2.246 -0.203
O 0.436 -0.330 -1.507 -0.249
C -0.174 -1.545 -0.959 -0.379
C -0.370 -2.600 -2.207 -0.096
C -1.408 -3.833 -1.925 -0.150
C -2.772 -3.502 -2.824 -0.180
C -3.642 -4.835 -3.216 -0.227
O -3.924 -5.579 -1.956 -0.159
C -1.634 -1.021 -0.321 -0.116
O -2.511 -0.394 -1.294 -0.116
C -3.451 0.597 -0.764 -0.343
C -4.408 0.118 0.460 -0.106
C -4.828 -1.460 0.527 -0.187
C -6.434 -1.597 0.952 -0.187
C -6.459 -1.278 2.594 -0.251
S -6.215 -2.830 3.643 0.497
O -4.713 -3.312 3.671 -0.421
O -6.568 -2.517 5.140 -0.452
Cl -7.493 -4.372 3.033 0.356
C -2.719 2.015 -0.254 -0.426
Cl -0.881 2.266 -0.057 0.611
C -3.512 3.275 0.051 -0.566
C -2.734 4.677 0.534 -0.148
Cl -5.345 3.420 -0.106 0.579
N -4.214 1.057 -2.027 0.022
C -3.333 1.093 -3.243 -0.220
C -2.394 2.433 -3.599 -0.015
O -3.245 0.116 -4.189 -0.048
C -5.521 0.359 -2.213 -0.245
C -5.790 -1.180 -2.716 -0.020
O -6.647 1.094 -1.988 -0.058
C 0.836 -2.089 0.232 -0.553
I 1.438 -0.470 1.647 0.823
C 0.237 -3.303 1.147 -0.295
C 1.013 -4.744 0.800 -0.118
H 6.542 2.424 -0.549 0.069
H 5.216 1.212 0.035 0.082
H 6.523 0.720 -1.357 0.087
H 4.277 3.126 -1.628 0.100
H 5.564 2.657 -2.923 0.101
H 3.228 1.727 -3.628 0.108
H 4.426 0.203 -3.253 0.100
H 3.294 0.210 -0.702 0.056
H 2.085 1.531 -1.369 0.113
H 2.203 -1.562 -2.132 0.102
H 1.541 -0.330 -3.416 0.151
H -0.702 -1.936 -3.143 0.143
H 0.653 -3.109 -2.551 0.133
H -0.949 -4.818 -2.415 0.115
H -1.635 -4.053 -0.799 0.101
H -3.438 -2.823 -2.144 0.071
H -2.546 -2.898 -3.803 0.125
H -3.135 -5.485 -4.046 0.124
H -4.712 -4.469 -3.601 0.122
H -4.141 -4.826 -1.299 0.100
H -2.163 -2.024 0.038 0.112
H -1.472 -0.401 0.686 0.113
H -3.824 0.363 1.472 0.135
H -5.437 0.706 0.562 0.108
H -4.235 -1.934 1.448 0.113
H -4.536 -2.104 -0.404 0.087
H -7.078 -0.735 0.460 0.126
H -6.869 -2.669 0.708 0.104
H -7.443 -0.741 2.933 0.127
H -5.568 -0.547 2.908 0.116
H -1.872 4.926 -0.254 0.080
H -2.261 4.516 1.615 0.086
H -3.478 5.580 0.495 0.072
H -1.425 2.496 -2.939 0.074
H -3.122 3.367 -3.447 0.098
H -2.156 2.425 -4.767 0.103
H -4.901 -1.682 -3.286 0.066
H -6.685 -1.115 -3.503 0.113
H -6.187 -1.906 -1.867 0.085
H 1.880 -2.487 -0.191 0.096
H 0.556 -3.065 2.272 0.066
H -0.925 -3.413 1.160 0.093
H 1.394 -4.723 -0.306 0.072
H 0.327 -5.680 0.956 0.081
H 1.947 -4.804 1.516 0.082
O -1.444 3.058 4.097 0.148
C -2.646 2.984 4.290 -0.504
O -3.343 3.819 5.119 0.079
C -4.708 3.489 4.963 -0.072
C -4.646 2.084 4.468 -0.329
F -5.682 1.818 3.641 0.064
O -3.456 2.053 3.713 0.122
H -5.167 4.173 4.241 0.151
H -5.243 3.572 5.913 0.147
H -4.599 1.331 5.261 0.182
O 4.691 -1.785 -2.663 0.129
C 5.170 -2.380 -1.712 -0.481
O 5.884 -1.779 -0.711 0.058
C 6.142 -2.780 0.252 -0.068
C 6.040 -4.033 -0.549 -0.331
F 5.578 -5.053 0.208 0.079
O 5.066 -3.725 -1.521 0.143
H 5.391 -2.723 1.046 0.150
H 7.133 -2.651 0.696 0.149
H 6.972 -4.328 -1.043 0.178
O 8.205 2.556 1.803 0.135
C 7.654 3.603 2.097 -0.510
O 8.173 4.842 1.838 0.074
C 7.179 5.777 2.209 -0.077
C 6.365 5.010 3.194 -0.328
F 5.070 5.395 3.154 0.083
O 6.449 3.682 2.729 0.139
H 6.606 6.068 1.322 0.153
H 7.627 6.673 2.646 0.126
H 6.738 5.064 4.223 0.179
O 0.914 -5.918 -4.684 0.143
C 0.443 -6.994 -4.356 -0.506
O 0.142 -8.000 -5.233 0.075
C -0.250 -9.109 -4.450 -0.077
C -0.691 -8.468 -3.179 -0.331
F -0.452 -9.277 -2.123 0.082
O 0.147 -7.339 -3.072 0.127
H 0.607 -9.777 -4.313 0.150
H -1.055 -9.667 -4.936 0.146
H -1.739 -8.150 -3.176 0.176
O 6.910 9.170 2.998 0.141
C 7.790 9.643 2.298 -0.501
O 8.583 10.694 2.667 0.079
C 9.548 10.845 1.645 -0.075
C 8.877 10.215 0.472 -0.331
F 9.784 9.645 -0.353 0.084
O 8.096 9.193 1.048 0.134
H 10.468 10.327 1.935 0.151
H 9.778 11.900 1.475 0.147
H 8.233 10.895 -0.095 0.179
O -6.268 -7.148 10.038 0.142
C -6.474 -6.548 8.996 -0.503
O -6.161 -5.232 8.793 0.076
C -6.432 -4.962 7.432 -0.082
C -7.430 -6.014 7.087 -0.331
F -7.313 -6.382 5.791 0.059
O -7.050 -7.106 7.894 0.141
H -5.507 -5.049 6.853 0.153
H -6.832 -3.952 7.305 0.129
H -8.467 -5.738 7.304 0.178
O 4.832 3.285 -5.501 0.143
C 4.280 4.333 -5.207 -0.505
O 4.799 5.572 -5.466 0.075
C 3.805 6.506 -5.096 -0.079
C 2.992 5.740 -4.110 -0.333
F 1.696 6.124 -4.150 0.079
O 3.075 4.412 -4.575 0.129
H 3.232 6.798 -5.982 0.149
H 4.253 7.402 -4.658 0.144
H 3.365 5.793 -3.081 0.176
```

This record from the OMol25 dataset describes a structure of composition C47H66F4N2O2OsP. The level of theory is ωB97M-V/def2-TZVPD.

Properties
HOMO level (alpha / beta) = -10.093 / -10.217 eV
2S+1 = 1
net charge = +1
relative energy (zero: lowest compared OMol25 entry of this formula, charge and spin) = 80.2 kcal per mole
molar mass = 988.25 g mol⁻¹
calculated total energy = -2921.714719 hartree
E_LUMO (alpha / beta) = -5.1 / -4.8 eV

Structure (XYZ):
```
123
Properties=species:S:1:pos:R:3:lowdin_charge:R:1
Os 0.094 0.232 0.558 1.396
C 0.233 -0.684 4.556 -0.071
C -0.121 0.781 4.806 -0.336
C -1.612 1.077 4.557 -0.046
C 0.674 1.858 4.065 -0.135
C 0.683 3.071 4.753 -0.038
C 1.339 4.179 4.272 -0.044
C 2.059 4.059 3.102 -0.046
C 2.109 2.876 2.377 -0.121
C 3.091 2.983 1.186 -0.326
C 2.936 2.074 -0.035 -0.060
C 4.538 2.893 1.708 -0.040
C 1.349 1.767 2.840 -0.175
N 1.367 0.535 2.049 -0.065
C 2.561 -0.191 2.125 -0.236
C 3.466 -0.085 3.190 -0.010
C 4.619 -0.846 3.224 -0.052
C 4.924 -1.729 2.192 -0.041
C 4.064 -1.831 1.107 0.014
C 2.926 -1.073 1.114 -0.263
F 2.105 -1.118 0.037 -0.026
H -0.295 -1.310 5.278 0.082
H 1.300 -0.865 4.700 0.080
H -0.045 -1.009 3.557 0.022
H 0.083 0.956 5.862 0.134
H -1.887 0.752 3.547 0.056
H -1.802 2.148 4.623 0.085
H -2.254 0.578 5.285 0.085
H 0.164 3.128 5.704 0.125
H 1.315 5.119 4.810 0.118
H 2.618 4.916 2.739 0.128
H 2.955 4.000 0.819 0.121
H 3.597 1.207 0.006 0.082
H 3.196 2.633 -0.936 0.091
H 1.909 1.740 -0.159 0.005
H 4.762 1.892 2.074 0.065
H 4.703 3.601 2.520 0.083
H 5.241 3.128 0.901 0.091
H 3.246 0.604 3.997 0.133
H 5.299 -0.736 4.059 0.119
H 5.828 -2.324 2.224 0.118
H 4.286 -2.465 0.256 0.135
C -2.795 -2.003 3.938 -0.102
C -2.324 -2.703 2.667 -0.474
C -3.475 -3.560 2.104 -0.099
P -1.643 -1.602 1.299 1.103
C -3.266 -1.010 0.567 -0.505
C -3.265 0.515 0.537 -0.135
C -3.641 -1.518 -0.818 -0.080
C -0.696 -2.905 0.366 -0.547
C 0.559 -3.205 1.203 -0.111
C -1.349 -4.221 -0.047 -0.087
H -3.331 -2.726 4.558 0.097
H -3.479 -1.179 3.720 0.086
H -1.961 -1.628 4.517 0.025
H -1.485 -3.343 2.939 0.096
H -4.432 -3.175 2.455 0.090
H -3.376 -4.585 2.466 0.100
H -3.517 -3.599 1.019 0.046
H -4.016 -1.326 1.291 0.093
H -2.504 0.883 -0.140 0.016
H -3.095 0.957 1.522 0.073
H -4.221 0.887 0.161 0.103
H -2.979 -1.073 -1.558 0.040
H -4.660 -1.200 -1.045 0.101
H -3.600 -2.602 -0.919 0.061
H -0.370 -2.372 -0.520 0.026
H 0.340 -3.900 2.018 0.089
H 0.987 -2.306 1.646 0.032
H 1.324 -3.667 0.574 0.096
H -1.613 -4.827 0.821 0.080
H -0.633 -4.795 -0.639 0.081
H -2.240 -4.082 -0.659 0.065
C -3.516 2.859 -4.048 -0.030
C -2.157 2.660 -3.426 -0.253
C -1.236 3.698 -3.372 0.002
C 0.012 3.532 -2.779 -0.248
C 1.010 4.665 -2.799 -0.033
C 0.320 2.303 -2.212 -0.022
C -0.574 1.229 -2.283 -0.344
C -1.809 1.424 -2.896 -0.024
N -0.145 -0.040 -1.815 0.046
C 0.037 -1.095 -2.860 -0.408
C 0.236 -0.506 -4.280 -0.070
C 0.513 -1.617 -5.299 -0.276
C 1.787 -2.371 -4.916 -0.111
C 1.599 -2.979 -3.526 -0.277
C 0.422 -3.955 -3.543 -0.103
C -0.847 -3.204 -3.953 -0.268
C -0.663 -2.597 -5.346 -0.108
C -1.154 -2.077 -2.956 -0.088
C 1.320 -1.874 -2.505 -0.098
H -3.550 3.778 -4.633 0.079
H -4.277 2.930 -3.264 0.089
H -3.779 2.024 -4.700 0.081
H -1.490 4.665 -3.801 0.130
H 1.297 4.892 -3.829 0.088
H 1.913 4.423 -2.237 0.068
H 0.567 5.569 -2.375 0.083
H 1.302 2.117 -1.808 0.076
H -2.540 0.619 -2.903 0.115
H 1.076 0.196 -4.264 0.136
H -0.647 0.049 -4.587 0.117
H 0.639 -1.160 -6.282 0.144
H 2.644 -1.689 -4.918 0.124
H 1.992 -3.160 -5.645 0.124
H 2.510 -3.505 -3.229 0.142
H 0.292 -4.406 -2.553 0.101
H 0.617 -4.767 -4.250 0.127
H -1.696 -3.892 -3.953 0.144
H -1.578 -2.079 -5.652 0.125
H -0.469 -3.383 -6.081 0.125
H -1.386 -2.494 -1.979 0.068
H -2.030 -1.526 -3.308 0.113
H 2.154 -1.165 -2.473 0.127
H 1.226 -2.317 -1.511 0.083
F 0.472 4.707 0.286 0.141
C -0.831 4.515 0.600 -0.531
F -1.541 5.408 -0.072 0.182
F -0.977 4.756 1.911 0.164
C -1.258 3.068 0.253 -0.493
O -2.214 2.903 -0.461 0.109
O -0.465 2.218 0.843 -0.164
```

Going through the records in order, we get F_max values of 8.595, 3.710 eV Å⁻¹.